ORCA calculation (ωB97M-V/def2-TZVPD) on a structure of composition C8H12AgI3O6 at a distorted geometry.

Each line ends with the natural charge from an NBO analysis.
Positions of all 30 atoms, in Å:
Ag  -0.215  0.159  -0.528  0.85
I  1.855  2.231  0.011  -0.77
I  -1.213  0.211  -3.262  -0.50
I  -1.923  -1.177  1.301  -0.60
C  -1.103  5.026  3.029  -0.63
C  -2.216  4.120  2.480  0.08
C  -3.037  4.769  1.320  -0.09
O  -2.817  3.893  0.233  -0.48
C  -1.989  2.894  0.599  1.00
O  -1.749  1.955  -0.095  -0.59
O  -1.598  3.028  1.852  -0.46
H  -0.691  4.512  3.900  0.22
H  -1.404  6.019  3.359  0.20
H  -0.325  5.070  2.268  0.24
H  -2.889  3.805  3.277  0.18
H  -2.775  5.827  1.225  0.18
H  -4.098  4.866  1.569  0.18
C  3.456  -5.415  -1.563  -0.63
C  2.533  -4.405  -2.245  0.05
C  1.031  -4.729  -2.095  -0.09
O  0.482  -3.545  -1.496  -0.47
C  1.432  -2.733  -1.057  0.99
O  1.305  -1.625  -0.638  -0.60
O  2.647  -3.227  -1.408  -0.50
H  3.850  -6.131  -2.303  0.21
H  2.961  -6.050  -0.833  0.22
H  4.378  -4.962  -1.211  0.24
H  2.782  -4.011  -3.232  0.20
H  0.860  -5.578  -1.434  0.18
H  0.470  -4.796  -3.024  0.21

The calculation puts the energy above the lowest of the compared OMol25 structures with the same formula, charge and spin at 1.051 eV. As for the expectation value of S²: 0.76. As for the spin multiplicity: 2. The max |F| comes out at 0.0463 Eh/bohr. The LUMO energy (alpha / beta) comes out at 2.50 / 0.00 eV. The total energy is -1803.6656 hartree. Its net charge is -1.